No. 1
ORCA calculation (the ωB97M-V functional and the def2-TZVPD basis) on a structure of composition C6H5I3O2.

The geometry in XYZ format:
```
16
C6H5I3O2, DFT the ωB97M-V functional and the def2-TZVPD basis
C 0.896 1.225 -0.591
C 0.400 0.283 -1.375
C 0.830 1.230 0.913
C -0.424 1.699 1.390
C 0.105 -1.430 0.398
C -0.336 -0.954 -0.932
O 1.781 0.920 1.616
O -0.157 -1.900 -1.922
I -0.928 1.287 3.339
I -1.040 -1.997 1.983
I -2.513 -0.386 -0.909
H 1.421 2.062 -1.029
H 0.494 0.333 -2.452
H -1.201 2.068 0.746
H 1.155 -1.670 0.474
H -0.482 -2.769 -1.647
```

Electronic energy, a.u.: -1275.0390
Kohn-Sham gap (alpha / beta), eV: 7.852 / 6.418
Highest occupied orbital energy (alpha / beta), eV: -8.806 / -8.336
ΔE to the lowest compared entry with this formula, charge and spin, kJ/mol: 170.0
Charge: 0
LUMO level (alpha / beta), Ha: -0.035 / -0.070


No. 2
ORCA calculation (the ωB97M-V functional and the def2-TZVPD basis) on a cluster of 2 separate species, C6H17NO in total.

The geometry in XYZ format:
```
25
C6H17NO, DFT the ωB97M-V functional and the def2-TZVPD basis
C -0.382 0.139 1.422
C -1.846 0.124 1.919
C -0.277 -0.443 0.027
N 0.929 -0.432 -0.761
C 1.380 1.016 -1.076
C 1.913 1.933 0.034
C 1.956 -1.266 -0.079
H 0.393 -0.293 2.206
H -0.051 1.092 1.304
H -1.965 0.712 2.839
H -2.035 -0.928 2.244
H -2.744 0.344 1.197
H -1.119 0.008 -0.606
H -0.686 -1.406 0.178
H 2.296 0.858 -1.765
H 0.551 1.516 -1.621
H 2.331 1.428 0.971
H 1.241 2.657 0.082
H 2.841 2.335 -0.467
H 2.387 -0.936 0.846
H 1.557 -2.330 0.109
H 2.932 -1.290 -0.709
H -2.466 -0.919 -2.249
H -2.950 -0.288 -0.961
O -3.185 -1.070 -1.468
```

Electronic energy, a.u.: -368.6955
Kohn-Sham gap, eV: 9.478
Highest occupied orbital energy, eV: -8.663
SMILES: CCCN(C)CC.O
ΔE to the lowest compared entry with this formula, charge and spin, kJ/mol: 276.7
Charge: 0
LUMO level, Ha: 0.030


No. 3
ORCA calculation (the ωB97M-V functional and the def2-TZVPD basis) on the molecule H3NOS.

The geometry in XYZ format:
```
6
H3NOS, DFT the ωB97M-V functional and the def2-TZVPD basis
N -0.442 -0.370 -0.681
O 0.440 1.149 1.261
S 0.841 0.673 -0.229
H -0.124 -1.507 -0.676
H -1.040 -0.290 -1.532
H 0.326 0.344 1.858
```

Electronic energy, a.u.: -529.9264
Kohn-Sham gap, eV: 9.309
Highest occupied orbital energy, eV: -8.573
SMILES: NSO
ΔE to the lowest compared entry with this formula, charge and spin, kJ/mol: 43.1
Charge: 0
LUMO level, Ha: 0.027


What is the ΔE to the lowest compared entry with this formula, charge and spin in the second record? 276.7 kJ/mol


electronic energy of number 1 (C6H5I3O2)? -1275.0390 a.u.


What is the electronic energy in the third record? -529.9264 a.u.


The highest ΔE to the lowest compared entry with this formula, charge and spin belongs to which entry? C6H17NO